Record 1
This record from OMol25 describes a structure of composition C16H22N2O4S. The level of theory is ωB97M-V with the def2-TZVPD basis set.

Structure (ORCA input):
```
! wB97M-V def2-TZVPD RIJCOSX def2/J DEFGRID3
* xyz 0 1
S -3.936 -1.598 -1.095
O 3.562 1.840 0.405
O 1.886 -0.957 2.058
O 2.060 -2.808 3.304
O -3.112 2.913 0.752
N -2.545 -2.437 -1.066
N -3.379 -0.153 -1.478
C 2.569 1.408 -1.733
C -1.175 0.847 -1.921
C 2.486 1.172 -0.236
C -0.021 -2.465 2.270
C 0.163 0.551 -2.014
C 0.618 -0.783 -1.795
C 1.246 -3.956 3.602
C -2.057 -0.237 -1.600
C -0.197 -1.824 -1.470
C -1.809 2.202 -2.120
C 1.190 1.583 -2.397
C -1.742 2.727 0.391
C -0.190 -3.496 3.384
C -1.589 -1.569 -1.361
C 1.387 -1.949 2.504
C -1.521 3.229 -1.024
H 0.855 2.592 -2.208
H -0.562 -3.006 4.285
H -1.443 2.599 -3.069
H 1.539 1.522 0.180
H -2.214 4.055 -1.163
H 1.530 -4.763 2.923
H 1.327 1.510 -3.478
H 2.541 0.107 -0.028
H 0.181 -2.817 -1.295
H -0.527 3.654 -1.088
H 3.125 2.328 -1.892
H 3.114 0.620 -2.244
H 1.444 -4.269 4.624
H -0.742 -1.655 2.332
H 1.673 -0.975 -1.898
H -3.147 3.073 1.695
H -0.060 -2.919 1.279
H -1.119 3.315 1.067
H -1.441 1.685 0.514
H -0.868 -4.311 3.140
H 3.779 1.365 1.210
H -2.874 2.052 -2.243
*
```

Its HOMO-LUMO gap is 8.3 eV. The calculation puts the HOMO energy at -0.3165 Ha. As for the relative energy (zero: lowest compared OMol25 entry of this formula, charge and spin): 65.7 kcal per mole. As for the total energy: -38954.214 eV. The largest force on an atom comes out at 0.82 eV Å⁻¹.



Record 2
This record from OMol25 describes an isolated molecule of C16H20N4O3S2. The level of theory is ωB97M-V with the def2-TZVPD basis set.

Structure (ORCA input):
```
! wB97M-V def2-TZVPD RIJCOSX def2/J DEFGRID3
* xyz 0 1
S -2.583 2.479 -0.352
S 0.176 1.169 -0.571
O 3.494 -1.608 -2.221
O -2.218 2.541 1.027
O -2.568 3.681 -1.121
N -1.778 0.504 -2.064
N -0.789 -0.272 -2.461
N 1.421 -0.813 -2.118
N -4.068 1.788 -0.561
C -3.585 -0.182 0.748
C -3.022 -2.188 2.143
C 5.064 1.423 0.394
C -3.764 -1.530 1.019
C 4.734 0.826 1.758
C 4.653 0.470 -0.723
C -4.265 0.425 -0.301
C -5.140 -0.320 -1.082
C 0.324 -0.079 -1.814
C 2.752 -0.809 -1.706
C -1.469 1.303 -1.110
C -4.641 -2.267 0.231
C -5.327 -1.662 -0.805
C 3.157 0.163 -0.632
C 2.839 -0.458 0.738
C 3.246 0.500 1.852
H 4.535 2.371 0.275
H -2.923 0.413 1.357
H -2.410 -1.468 2.678
H -4.787 -3.318 0.435
H 3.394 -1.393 0.834
H 1.773 -0.687 0.813
H 5.314 -0.087 1.903
H 5.010 1.527 2.548
H 5.211 -0.464 -0.644
H 2.662 1.419 1.770
H -6.008 -2.240 -1.412
H 1.237 -1.500 -2.847
H -5.666 0.153 -1.897
H -4.518 2.132 -1.395
H 6.134 1.627 0.326
H -3.722 -2.641 2.844
H -2.379 -2.980 1.759
H 4.878 0.909 -1.696
H 3.025 0.047 2.820
H 2.596 1.096 -0.742
*
```

Its HOMO-LUMO gap is 8.8 eV. The calculation puts the HOMO energy at -0.3249 Ha. Its structure (SMILES) is Cc1cccc(NS(=O)(=O)c2nnc(NC(=O)C3CCCCC3)s2)c1. As for the relative energy (zero: lowest compared OMol25 entry of this formula, charge and spin): 29.8 kcal per mole. As for the total energy: -50689.769 eV. The largest force on an atom comes out at 1.60 eV Å⁻¹.



Record 3
This record from OMol25 describes a structure of composition C16H24HgO12P. The level of theory is ωB97M-V with the def2-TZVPD basis set.

Structure (ORCA input):
```
! wB97M-V def2-TZVPD RIJCOSX def2/J DEFGRID3
* xyz -1 1
Hg 0.343 1.095 -0.606
P 1.470 3.412 -0.741
O 0.078 3.418 0.023
O -3.785 2.193 1.268
O -1.796 1.453 0.533
O 1.388 -0.912 -1.405
O 1.093 2.620 -2.078
O -1.088 0.200 -2.354
O 0.582 -0.332 1.471
O 3.113 -1.688 -2.577
O -0.811 -0.289 3.218
O -1.766 -1.841 -2.938
O 2.222 2.191 0.008
O 2.247 4.682 -0.842
C 4.775 -1.759 -0.883
C -2.133 -2.542 -4.134
C -4.232 3.113 2.274
C -0.838 -0.844 4.537
C -3.012 3.919 2.728
C -2.428 2.091 1.310
C 0.863 -1.946 3.252
C 4.461 -2.111 -2.359
C -1.283 -0.599 -3.211
C 0.203 -0.810 2.492
C -0.049 -2.164 4.468
C 2.490 -1.365 -1.426
C 3.408 -1.562 -0.241
C -1.833 3.019 2.337
C -1.493 -1.754 -5.304
C -1.155 -0.394 -4.704
H -1.872 -0.994 4.838
H 5.228 -0.768 -0.888
H 0.472 -2.296 5.415
H -3.222 -2.596 -4.167
H -1.703 -3.540 -4.070
H 5.451 -2.466 -0.411
H -1.445 2.416 3.155
H 4.566 -3.169 -2.595
H -2.199 -1.681 -6.130
H 3.056 -2.338 0.439
H 3.292 -0.615 0.297
H -1.829 0.410 -4.986
H -2.913 4.919 2.315
H -1.071 3.568 1.767
H -0.356 -0.120 5.197
H 1.893 -1.734 3.522
H 5.092 -1.488 -2.989
H 0.817 -2.838 2.628
H -3.098 4.047 3.811
H -0.735 -2.998 4.327
H -4.678 2.514 3.074
H -0.120 -0.114 -4.891
H -0.624 -2.325 -5.622
H -5.037 3.712 1.847
*
```

Its HOMO-LUMO gap is 4.7 eV. The calculation puts the HOMO energy at -0.0913 Ha. As for the relative energy (zero: lowest compared OMol25 entry of this formula, charge and spin): 0.0 kcal per mole. As for the total energy: -55016.467 eV. The largest force on an atom comes out at 1.93 eV Å⁻¹.



Record 4
This record from OMol25 describes an isolated molecule of C8H16. The level of theory is ωB97M-V with the def2-TZVPD basis set.

Structure (ORCA input):
```
! wB97M-V def2-TZVPD RIJCOSX def2/J DEFGRID3
* xyz 0 1
C 2.087 -2.754 0.863
C 0.338 -1.034 0.245
C -1.306 2.340 -0.948
C -1.301 0.879 -0.479
C -0.771 3.272 0.122
C -0.494 -1.989 -0.600
C 0.117 0.443 -0.042
C 1.423 -1.423 0.934
H -1.046 4.335 0.098
H 1.456 -3.528 0.425
H 2.092 -0.630 1.264
H -2.287 2.689 -1.278
H 0.320 3.332 0.116
H 0.411 0.993 0.851
H 0.038 -2.907 -0.831
H -0.678 2.417 -1.842
H -1.409 -2.222 -0.062
H -1.708 0.271 -1.283
H 2.367 -3.145 1.840
H -1.136 3.017 1.123
H -0.585 -1.534 -1.587
H 2.959 -2.637 0.213
H 0.816 0.658 -0.859
H -1.962 0.749 0.377
*
```

Its HOMO-LUMO gap is 9.8 eV. The calculation puts the HOMO energy at -0.3193 Ha. Its structure (SMILES) is C/C=C(\C)CCCC. As for the relative energy (zero: lowest compared OMol25 entry of this formula, charge and spin): 10.3 kcal per mole. As for the total energy: -8554.666 eV. The largest force on an atom comes out at 1.37 eV Å⁻¹.



Record 5
This record from OMol25 describes a structure of composition C31H42BF2N5O3RhS. The level of theory is ωB97M-V with the def2-TZVPD basis set.

Structure (ORCA input):
```
! wB97M-V def2-TZVPD RIJCOSX def2/J DEFGRID3
* xyz 1 1
Rh -0.219 0.189 0.717
S 1.369 0.973 2.177
F 0.579 -1.746 -1.235
F 2.426 -0.629 -0.535
O -3.202 -2.942 0.019
O -4.369 3.309 -0.136
O -6.195 -1.990 2.389
N -3.367 1.253 1.037
N 2.744 2.544 0.566
N 3.908 0.694 1.429
N -4.056 -0.504 2.388
N -2.010 -0.585 1.280
C -2.832 -2.111 -1.085
C -7.304 -2.881 2.403
C -2.407 -3.011 1.123
C -1.505 -4.468 2.825
C -5.339 1.385 3.319
C 6.106 2.816 2.746
C -1.063 -2.121 2.922
C -2.510 1.943 0.171
C -7.679 1.089 3.754
C -6.399 -0.728 2.842
C 4.909 2.776 -2.816
C 5.087 0.556 0.563
C 6.412 0.710 1.301
C -5.261 0.091 2.838
C 3.733 3.533 0.111
C -2.252 -4.279 1.676
C 3.339 4.044 -1.267
C -1.823 -1.913 1.771
C -5.061 4.327 -0.853
C 6.853 2.143 1.599
C 3.467 2.990 -2.367
C -7.605 -0.228 3.306
C -6.556 1.894 3.763
C -0.437 2.390 -0.987
C -2.333 3.821 -1.357
C -0.893 -3.388 3.449
C 2.832 1.441 1.300
C -1.006 3.475 -1.619
C -3.075 3.066 -0.472
C -3.121 0.044 1.579
C -1.187 1.625 -0.083
B 1.109 -0.806 -0.466
H -3.985 -1.504 2.514
H 6.358 0.142 2.236
H -6.610 2.909 4.132
H 6.770 2.744 0.687
H 4.729 3.104 0.104
H -0.624 -1.258 3.408
H -2.777 4.670 -1.855
H -8.626 1.473 4.109
H 4.977 2.013 -3.591
H 5.030 2.872 2.575
H 5.002 1.253 -0.267
H 5.559 2.459 -1.996
H -8.107 -2.509 1.765
H 5.329 3.699 -3.220
H -7.675 -3.026 3.420
H 2.867 3.293 -3.226
H -4.600 5.301 -0.681
H -3.090 -1.066 -0.919
H -0.427 4.066 -2.317
H -6.073 4.332 -0.462
H -0.303 -3.528 4.344
H -5.075 4.102 -1.920
H 3.972 4.903 -1.503
H -6.936 -3.824 2.011
H 7.918 2.126 1.839
H -4.286 1.652 1.159
H 1.792 2.888 0.545
H -1.765 -2.196 -1.289
H 0.591 2.112 -1.192
H 3.773 -0.065 2.081
H -8.486 -0.852 3.320
H -4.446 1.994 3.370
H 5.013 -0.442 0.127
H -3.395 -2.493 -1.932
H 3.041 2.044 -2.016
H -2.726 -5.110 1.170
H 6.256 2.267 3.678
H -1.397 -5.465 3.232
H 2.313 4.424 -1.213
H 6.464 3.834 2.904
H 3.745 4.345 0.841
H 7.170 0.217 0.690
*
```

Its HOMO-LUMO gap is 7.7 eV. The calculation puts the HOMO energy at -0.3853 Ha. As for the relative energy (zero: lowest compared OMol25 entry of this formula, charge and spin): 27.1 kcal per mole. As for the total energy: -66374.061 eV. The largest force on an atom comes out at 2.52 eV Å⁻¹.



Which value of total energy does entry 4 give? -8554.666 eV